Record 1
The following is a quantum chemistry calculation of a molecular structure, C9H23N5O6Tb, from OMol25.

Each line ends with the Mulliken charge.
Positions of all 44 atoms, in Å:
O  -2.69  2.58  -1.25  -0.5648
H  -3.06  2.65  -2.15  0.3223
Tb  -0.24  0.48  -0.33  0.6730
N  1.88  -0.66  -0.81  0.6306
N  -0.03  -0.55  -2.38  0.3227
N  0.44  0.16  1.93  0.4464
N  -1.94  0.83  1.15  0.1593
O  2.88  -0.60  0.05  -0.9983
O  1.68  -0.31  2.34  -0.5102
O  -3.27  1.04  0.74  -0.5282
O  -1.16  -0.55  -2.99  -0.7228
C  1.04  -1.22  -2.90  0.3807
C  2.12  -1.31  -1.99  0.2591
C  -0.46  0.33  2.92  0.4301
C  -1.79  0.66  2.48  0.3077
C  3.40  -2.02  -2.26  -1.4281
H  3.60  -2.77  -1.47  0.3004
H  4.24  -1.31  -2.28  0.2948
H  3.37  -2.54  -3.22  0.3788
C  0.96  -1.82  -4.25  -1.4139
H  0.57  -1.09  -4.97  0.3298
H  0.29  -2.69  -4.26  0.2598
H  1.95  -2.15  -4.59  0.4175
C  -0.16  0.12  4.36  -1.5977
C  -2.94  0.76  3.41  -1.4035
H  0.92  0.10  4.53  0.4063
H  -0.58  -0.83  4.71  0.3568
H  -0.61  0.92  4.96  0.4132
H  -3.89  0.59  2.88  0.4176
H  -2.98  1.76  3.87  0.3273
H  -2.85  0.03  4.22  0.3971
H  2.20  -0.47  1.46  0.3853
H  -3.19  1.65  -0.06  0.4882
C  -1.14  2.60  -1.36  -0.2942
H  -0.76  1.81  -2.07  0.3068
H  -0.76  2.62  -0.30  0.2572
H  -0.85  3.58  -1.80  0.4731
O  2.20  2.19  -0.01  -0.5982
H  2.19  2.60  0.88  0.3241
H  2.75  1.38  0.08  0.3727
N  -0.80  -1.89  0.13  -0.5802
H  -0.04  -2.46  -0.27  0.2417
H  -1.69  -2.16  -0.29  0.3192
H  -0.82  -2.02  1.14  0.2401

## Properties
**Kohn-Sham gap (spin up / spin down)**: 5.0 / 5.0 eV
**HOMO (spin up / spin down)**: -9.867 / -9.841 eV
**Charge**: +1
**⟨S²⟩**: 13.003
**Lowest unoccupied orbital energy (spin up / spin down)**: -4.8 / -4.8 eV
**Spin multiplicity**: 7

Record 2
The following is a quantum chemistry calculation of 3 unconnected molecules or ions with the total composition C9H23N6O3, from OMol25.

Each line ends with the Mulliken charge.
Positions of all 41 atoms, in Å:
C  0.92  -1.03  0.28  -0.7086
C  0.59  0.42  0.01  0.2211
C  1.65  1.22  -0.76  -0.9138
N  -0.53  1.02  0.38  -0.6559
N  -1.63  0.33  -0.04  -0.1731
C  -2.74  0.67  0.88  -0.5692
C  -3.72  -0.50  1.02  -0.5814
C  -4.63  -0.69  -0.19  -0.5397
C  -5.91  0.14  -0.10  -0.4687
O  -6.59  0.01  -1.37  -0.5168
H  0.14  -1.46  0.91  0.3175
H  0.99  -1.56  -0.68  0.0952
H  1.92  -1.11  0.72  0.2795
H  1.15  1.95  -1.39  0.3797
H  2.35  1.66  -0.02  0.0733
H  2.20  0.48  -1.35  0.2460
H  -3.27  1.59  0.54  0.1124
H  -2.29  0.88  1.85  0.3109
H  -3.10  -1.40  1.11  0.3221
H  -4.29  -0.44  1.96  0.3976
H  -4.16  -0.43  -1.13  0.2750
H  -4.95  -1.74  -0.23  0.2332
H  -5.69  1.18  0.13  0.3677
H  -6.58  -0.24  0.68  0.2154
H  -6.91  0.89  -1.63  0.2949
C  2.39  -4.24  -0.81  0.6894
O  2.98  -3.21  -1.06  -0.5834
N  2.36  -4.78  0.45  -0.3991
N  1.70  -4.94  -1.76  -0.4090
H  1.87  -5.62  0.68  0.1482
H  2.84  -4.28  1.17  0.2174
H  1.70  -4.57  -2.69  0.2122
H  1.20  -5.79  -1.57  0.1461
C  4.61  3.94  0.51  0.5963
O  4.28  2.78  0.54  -0.5963
N  5.58  4.41  -0.34  -0.3984
N  4.05  4.89  1.33  -0.3921
H  5.87  5.37  -0.39  0.1514
H  6.01  3.74  -0.96  0.2182
H  3.34  4.58  1.96  0.2286
H  4.31  5.86  1.32  0.1562

## Properties
**Kohn-Sham gap**: 3.1 eV
**HOMO**: -0.462 eV
**Charge**: -1
**Lowest unoccupied orbital energy**: 2.6 eV

Record 3
The following is a quantum chemistry calculation of a molecular structure, C9H24AlN2O2P2S2, from OMol25.

Each line ends with the Mulliken charge.
Positions of all 42 atoms, in Å:
C  3.26  -1.72  1.76  -1.0461
C  3.45  -0.23  1.46  -0.4674
N  4.03  0.05  0.13  -0.0651
C  4.11  1.51  -0.06  -0.4463
C  5.09  1.89  -1.17  -1.1287
C  3.22  -0.52  -0.90  -0.2809
S  3.80  -1.65  -1.89  -0.1456
S  1.57  0.07  -1.03  -0.1123
C  0.63  -1.48  -1.14  -0.4424
C  -0.74  -1.30  -0.46  -0.7131
C  -1.87  -0.99  -1.44  -0.7398
Al  -3.59  -0.32  -0.67  0.0602
O  -4.94  -0.93  -1.67  -0.6354
P  -3.94  -1.13  1.56  0.1904
N  -2.75  -0.86  2.62  -0.8519
P  -3.67  2.04  -0.85  0.1564
C  -4.10  2.77  0.79  -0.9525
O  -5.16  2.27  -1.64  -0.5393
H  3.25  -2.32  0.86  0.2757
H  4.04  -2.10  2.42  0.3363
H  2.31  -1.87  2.26  0.2682
H  2.52  0.32  1.62  0.3858
H  4.17  0.17  2.17  0.4478
H  4.46  1.93  0.88  0.4800
H  3.12  1.96  -0.24  0.3470
H  5.16  1.12  -1.93  0.2678
H  4.79  2.83  -1.62  0.3179
H  6.08  2.06  -0.75  0.3107
H  1.23  -2.25  -0.65  0.4080
H  0.50  -1.77  -2.18  0.3911
H  -0.65  -0.50  0.27  0.1871
H  -0.95  -2.24  0.06  0.2942
H  -2.11  -1.90  -2.01  0.3426
H  -1.53  -0.25  -2.17  0.3890
H  -5.49  -1.55  -1.20  0.2392
H  -5.18  -0.67  2.06  0.0265
H  -4.21  -2.52  1.50  0.0164
H  -2.02  -0.33  2.16  0.2929
H  -4.81  3.58  0.60  0.3096
H  -4.54  2.08  1.51  0.2523
H  -3.20  3.22  1.19  0.2856
H  -5.31  1.51  -2.20  0.2881

## Properties
**Kohn-Sham gap**: 5.7 eV
**HOMO**: -3.839 eV
**Charge**: -1
**Lowest unoccupied orbital energy**: 1.9 eV

Record 4
The following is a quantum chemistry calculation of a molecular structure, C9H24FO3Rb, from OMol25.

Each line ends with the Mulliken charge.
Positions of all 38 atoms, in Å:
Rb  -1.77  -3.17  -0.97  0.9948
F  -0.30  -0.81  -0.89  -1.0140
C  0.10  0.40  2.40  -1.2685
C  1.37  -0.30  2.55  0.6398
C  1.31  -1.15  3.84  -1.4970
O  1.36  -1.23  1.45  -0.5165
H  -0.17  0.96  3.30  0.4516
H  -0.69  -0.33  2.27  0.2681
H  0.07  0.88  1.42  0.3133
H  2.27  0.32  2.46  0.2318
H  0.45  -1.83  3.86  0.3331
H  1.09  -0.52  4.70  0.4159
H  2.29  -1.60  3.98  0.3688
H  0.90  -0.83  0.71  0.2187
C  -4.45  1.59  -1.96  -1.4372
C  -3.30  1.11  -1.07  0.8380
C  -3.62  0.73  0.38  -0.9524
O  -2.59  0.09  -1.75  -0.5232
H  -5.14  0.80  -2.25  0.3367
H  -4.00  1.98  -2.88  0.3394
H  -5.06  2.37  -1.51  0.3782
H  -2.64  1.97  -0.94  0.1423
H  -4.07  1.55  0.94  0.3576
H  -2.77  0.39  0.98  0.0140
H  -4.31  -0.11  0.38  0.3019
H  -1.71  -0.04  -1.39  0.2934
C  3.06  0.80  -0.85  -0.7265
C  2.99  -0.03  -2.20  0.2653
C  3.25  -1.56  -1.94  -1.0065
O  1.80  0.05  -2.83  -0.1207
H  3.91  0.43  -0.29  0.3586
H  2.09  0.86  -0.34  0.0315
H  3.33  1.85  -0.99  0.3953
H  3.67  0.45  -2.89  0.3639
H  2.55  -2.01  -1.24  0.3095
H  4.20  -1.58  -1.41  0.3477
H  3.37  -2.16  -2.85  0.3745
H  1.16  -0.30  -2.20  0.3790

## Properties
**Kohn-Sham gap (spin up / spin down)**: 8.9 / 3.5 eV
**HOMO (spin up / spin down)**: -12.012 / -12.012 eV
**Charge**: +1
**⟨S²⟩**: 0.754
**Lowest unoccupied orbital energy (spin up / spin down)**: -3.1 / -8.5 eV
**Spin multiplicity**: 2

Record 5
The following is a quantum chemistry calculation of 4 unconnected molecules or ions with the total composition C9H24IO3, from OMol25.

Each line ends with the Mulliken charge.
Positions of all 37 atoms, in Å:
I  2.41  0.17  0.75  -0.6654
C  0.98  1.77  -2.86  -1.4087
C  1.56  3.20  -2.78  0.7986
C  0.50  4.25  -2.60  -1.3614
O  2.38  3.07  -1.57  -0.5589
H  0.28  1.76  -3.70  0.4413
H  0.38  1.67  -1.96  0.3233
H  1.74  1.00  -3.00  0.3694
H  2.09  3.44  -3.70  0.1481
H  -0.06  4.20  -3.53  0.3425
H  0.92  5.26  -2.55  0.3661
H  -0.19  4.20  -1.76  0.2995
H  2.40  2.14  -1.32  0.1634
C  -1.58  -1.66  3.40  -1.2460
C  -0.15  -1.36  3.79  0.7771
C  0.00  -1.33  5.31  -1.4278
O  0.84  -2.18  3.17  -0.5172
H  -1.71  -1.28  2.39  0.1463
H  -2.15  -1.09  4.13  0.4430
H  -1.83  -2.72  3.49  0.3168
H  -0.05  -0.35  3.38  0.2446
H  0.95  -1.00  5.75  0.3494
H  -0.13  -2.32  5.75  0.3161
H  -0.70  -0.68  5.83  0.3604
H  1.34  -1.56  2.63  0.1159
C  -0.99  -1.05  -2.87  -1.2837
C  -1.26  -1.31  -1.36  0.5576
C  -0.55  -2.59  -0.69  -1.2043
O  -0.87  -0.10  -0.75  -0.4261
H  0.06  -1.19  -3.12  0.2303
H  -1.38  -0.07  -3.18  0.2614
H  -1.63  -1.76  -3.39  0.4733
H  -2.32  -1.36  -1.11  0.2187
H  -1.02  -3.47  -1.14  0.4137
H  -0.72  -2.61  0.39  0.2247
H  0.49  -2.88  -0.87  0.3567
H  0.00  -0.23  -0.37  0.0416

## Properties
**Kohn-Sham gap**: 7.7 eV
**HOMO**: -4.368 eV
**Charge**: -1
**Lowest unoccupied orbital energy**: 3.3 eV

Record 6
The following is a quantum chemistry calculation of a molecular structure, C9H24IO4P2RuS, from OMol25.

Each line ends with the Mulliken charge.
Positions of all 42 atoms, in Å:
C  0.64  -0.11  -1.72  -0.4879
I  2.67  -0.40  -1.35  0.7713
H  0.66  0.69  -2.47  0.5252
H  -0.21  0.30  -0.86  0.3650
H  0.21  -1.02  -2.16  0.4427
Ru  -1.06  0.32  0.69  0.2240
P  -0.31  2.47  0.35  0.7760
C  -1.41  3.63  1.17  -1.2375
C  1.27  2.89  1.18  -1.2443
H  1.46  3.94  0.99  0.4737
H  0.19  4.42  -0.96  0.4750
H  2.09  2.28  0.77  0.3155
H  1.04  3.04  -1.65  0.4226
H  -1.49  3.43  2.25  0.3956
H  1.20  2.72  2.25  0.4110
C  0.10  3.36  -1.21  -1.3006
H  -1.01  4.64  1.05  0.4045
H  -0.65  3.19  -1.98  0.4133
H  -2.42  3.57  0.75  0.4901
P  -0.21  -3.10  0.32  0.6257
C  -1.43  -4.25  0.96  -1.1475
C  0.32  -3.52  -1.40  -0.8454
H  1.92  -2.33  0.90  0.1600
H  1.77  -4.13  1.21  0.4360
H  0.96  -2.85  2.35  0.3532
C  1.27  -3.13  1.32  -0.8465
H  1.21  -2.88  -1.62  0.0687
H  0.68  -4.57  -1.43  0.4528
H  -1.17  -5.27  0.65  0.4560
H  -2.43  -3.99  0.59  0.3562
H  -0.54  -3.36  -2.11  0.3440
H  -1.46  -4.15  2.05  0.3738
C  -2.69  0.71  0.03  0.2859
O  -3.82  0.98  -0.15  -0.2219
C  -1.60  0.83  3.88  -0.6384
S  -1.43  -0.58  2.76  0.9535
O  -0.17  -1.24  3.20  -0.5623
O  -2.67  -1.38  2.78  -0.3816
O  -0.93  -1.74  0.21  -0.5812
H  -0.88  0.63  4.68  0.4111
H  -2.64  0.90  4.21  0.3877
H  -1.29  1.74  3.37  -0.0749

## Properties
**Kohn-Sham gap (spin up / spin down)**: 6.8 / 5.2 eV
**HOMO (spin up / spin down)**: -18.632 / -20.400 eV
**Charge**: +3
**⟨S²⟩**: 6.026
**Lowest unoccupied orbital energy (spin up / spin down)**: -11.8 / -15.2 eV
**Spin multiplicity**: 5

Record 7
The following is a quantum chemistry calculation of a molecular structure, C9H24N3O10SZr, from OMol25.

Each line ends with the Mulliken charge.
Positions of all 48 atoms, in Å:
Zr  1.21  1.31  -0.76  1.8124
O  -0.48  -1.61  -1.24  -0.8376
H  -0.56  -2.42  -1.79  0.1423
O  -1.82  2.84  -1.66  -0.8054
H  -2.40  2.19  -2.11  0.2174
O  4.16  -0.09  -1.89  -0.8454
H  5.13  -0.17  -1.99  0.1338
S  2.16  5.51  -0.41  1.2264
O  3.18  6.47  -0.43  -0.5701
O  2.07  4.39  0.49  -0.4906
O  0.87  6.08  -0.58  -0.5384
O  2.23  4.56  -1.53  -0.4438
C  -0.02  0.97  -6.77  0.0813
O  0.12  1.14  -5.55  -0.5727
N  -1.10  1.21  -7.59  0.1336
C  -2.50  1.50  -7.10  -0.8625
C  -0.85  1.23  -9.04  -1.0188
H  0.85  0.65  -7.36  0.3070
H  -3.13  0.62  -7.22  0.2812
H  -2.92  2.35  -7.63  0.3003
H  -2.46  1.77  -6.05  0.3151
H  -0.92  2.26  -9.39  0.3506
H  0.16  1.18  -9.44  0.3508
H  -1.43  0.42  -9.47  0.3377
C  3.03  -2.21  3.56  0.1400
O  2.78  -1.48  2.62  -0.5414
N  2.88  -3.60  3.70  0.1572
C  3.09  -4.40  4.85  -0.9066
C  2.42  -4.32  2.59  -1.0758
H  3.29  -1.83  4.56  0.2697
H  3.86  -5.16  4.87  0.3079
H  2.23  -4.91  5.29  0.3603
H  3.19  -3.75  5.72  0.2978
H  2.64  -3.84  1.64  0.3366
H  2.97  -5.25  2.46  0.3539
H  1.35  -4.50  2.57  0.3013
C  -2.33  1.11  4.27  0.1882
O  -1.55  0.90  3.34  -0.5892
N  -2.77  0.22  5.17  0.1022
C  -3.85  0.63  6.04  -0.8884
C  -2.45  -1.25  4.97  -0.8818
H  -2.78  2.07  4.57  0.2423
H  -3.55  0.37  7.06  0.3168
H  -4.72  -0.02  5.87  0.2794
H  -4.14  1.68  6.00  0.3289
H  -1.89  -1.35  4.05  0.3287
H  -1.86  -1.64  5.80  0.2734
H  -3.37  -1.84  4.94  0.2938

## Properties
**Kohn-Sham gap**: 3.4 eV
**HOMO**: -5.156 eV
**Charge**: -1
**Lowest unoccupied orbital energy**: -1.7 eV

Record 8
The following is a quantum chemistry calculation of a molecular structure, C9H24N3P, from OMol25.

Each line ends with the Mulliken charge.
Positions of all 37 atoms, in Å:
C  0.00  1.08  -1.52  0.2621
C  -1.00  2.17  -1.50  -1.6489
C  -0.25  0.08  -2.72  -1.3586
C  0.28  -2.71  -0.37  -0.9442
C  2.13  -1.25  -0.89  -1.3104
C  1.65  2.16  0.87  -0.8470
C  1.68  0.16  2.21  -1.1517
C  -1.77  -0.22  2.37  -0.9273
C  -2.70  -0.38  0.10  -0.9159
N  0.83  -1.39  -0.29  0.1602
N  1.44  0.72  0.85  0.1354
N  -1.68  -0.76  1.00  -0.1584
P  0.13  0.13  -0.04  0.8773
H  -1.02  2.99  -0.70  0.2580
H  -0.71  2.58  -2.42  0.5100
H  -2.06  1.99  -1.51  0.3934
H  -1.14  -0.43  -2.85  0.3220
H  0.01  0.59  -3.56  0.5175
H  0.38  -0.82  -2.53  0.1474
H  0.10  -2.94  -1.39  0.3308
H  0.86  -3.68  -0.10  0.2557
H  -0.63  -2.75  0.24  0.3187
H  2.09  -1.76  -1.89  0.4765
H  2.30  -0.15  -1.16  0.3394
H  2.92  -1.69  -0.33  0.3121
H  1.37  2.48  -0.12  0.3263
H  0.88  2.70  1.55  0.2364
H  2.71  2.35  1.30  0.3046
H  1.29  -0.85  2.38  0.3549
H  2.75  0.21  2.53  0.3691
H  1.34  0.82  3.05  0.3532
H  -2.76  -0.49  2.70  0.3876
H  -1.03  -0.67  3.07  0.2145
H  -1.65  0.87  2.33  0.2867
H  -2.56  0.62  -0.24  0.2578
H  -2.43  -1.04  -0.84  0.1534
H  -3.75  -0.73  0.40  0.4012

## Properties
**Kohn-Sham gap (spin up / spin down)**: 7.3 / 7.3 eV
**HOMO (spin up / spin down)**: -6.861 / -6.861 eV
**Lowest unoccupied orbital energy (spin up / spin down)**: 0.5 / 0.5 eV